[1]
ORCA calculation (ωB97M-V/def2-TZVPD) on a 11-piece molecular cluster, C27H80N10O15 overall at a distorted geometry.

Summary:
- structure (SMILES) = COCCNCCOC.COCCNCCOC.COCCNCCOC.COCCNCCOC.NC(N)=O.NC(N)=O.NC(N)=O.O.O.O.O
- E_HOMO (eV) = -8.6
- energy above the lowest of the compared OMol25 structures with the same formula, charge and spin (kJ/mol) = 901.2

Last column: Löwdin charge in e.
CARTESIAN COORDINATES (ANGSTROEM)
C1 2.954 14.746 7.383  -0.1326
O1 3.396 14.658 8.698  -0.2082
C2 4.301 13.616 8.883  -0.2260
C3 4.341 13.370 10.441  -0.2025
N1 4.689 12.051 10.918  -0.0596
C4 6.045 11.514 10.496  -0.1596
C5 7.295 12.306 10.957  -0.2487
O2 8.349 11.509 10.510  -0.2031
C6 9.573 12.256 10.728  -0.0877
H1 3.738 14.932 6.650  0.0845
H2 2.236 15.567 7.389  0.0928
H3 2.467 13.836 7.032  0.0847
H4 5.214 13.875 8.346  0.1216
H5 3.764 12.779 8.437  0.1139
H6 3.392 13.769 10.797  0.1170
H7 5.048 14.168 10.673  0.0979
H8 4.650 11.896 11.916  0.1012
H9 6.054 11.285 9.430  0.1141
H10 6.054 10.546 10.997  0.1100
H11 7.443 12.395 12.033  0.1288
H12 7.292 13.258 10.426  0.1086
H13 9.473 13.220 10.229  0.0865
H14 10.350 11.692 10.212  0.0788
H15 9.946 12.242 11.752  0.0876
C7 4.995 5.662 12.959  -0.0881
O3 3.831 6.422 13.396  -0.1906
C8 2.638 5.694 13.618  -0.2011
C9 1.407 6.637 14.070  -0.1864
N2 0.847 7.479 13.029  -0.0932
C10 0.099 8.579 13.572  -0.2130
C11 -0.303 9.573 12.446  -0.2332
O4 -0.453 10.897 12.888  -0.1964
C12 -1.060 11.799 11.921  -0.0829
H16 5.448 4.969 13.668  0.0736
H17 5.831 6.287 12.643  0.0831
H18 4.703 4.954 12.185  0.0782
H19 2.768 4.852 14.298  0.1091
H20 2.273 5.180 12.729  0.1086
H21 1.658 7.303 14.896  0.1032
H22 0.619 6.004 14.476  0.1096
H23 1.598 7.872 12.481  0.1080
H24 0.823 9.132 14.171  0.1105
H25 -0.733 8.333 14.232  0.1257
H26 -1.257 9.151 12.131  0.1131
H27 0.350 9.602 11.573  0.1217
H28 -1.170 12.791 12.359  0.0833
H29 -1.994 11.372 11.557  0.0791
H30 -0.489 11.910 10.999  0.0777
C13 3.047 20.509 1.160  -0.1271
O5 2.181 21.565 0.716  -0.1922
C14 1.637 22.365 1.823  -0.1983
C15 0.203 22.843 1.618  -0.1747
N3 -0.488 22.232 2.781  -0.0808
C16 -1.862 22.628 2.898  -0.2207
C17 -2.598 21.643 3.915  -0.1939
O6 -2.538 20.294 3.434  -0.2109
C18 -3.070 19.460 4.420  -0.1213
H31 2.543 19.796 1.812  0.0816
H32 4.104 20.591 1.412  0.0809
H33 3.060 19.963 0.217  0.0798
H34 2.220 23.285 1.787  0.1052
H35 1.905 21.967 2.802  0.1166
H36 -0.215 22.403 0.713  0.1184
H37 0.189 23.928 1.514  0.1169
H38 -0.468 21.232 2.639  0.1076
H39 -2.435 22.635 1.971  0.1050
H40 -2.000 23.676 3.164  0.1121
H41 -3.641 21.947 4.007  0.1180
H42 -1.987 21.702 4.816  0.1136
H43 -2.774 19.843 5.397  0.0831
H44 -2.742 18.451 4.169  0.0944
H45 -4.149 19.570 4.314  0.0866
C19 9.316 17.122 5.964  -0.1203
O7 10.207 16.356 5.163  -0.1882
C20 9.831 15.000 4.808  -0.2105
C21 11.025 14.048 4.557  -0.1780
N4 10.571 12.660 4.203  -0.0371
C22 9.876 11.783 5.208  -0.1925
C23 10.780 10.734 5.716  -0.2462
O8 10.850 9.604 4.861  -0.1795
C24 11.512 8.496 5.289  -0.1605
H46 8.264 17.043 5.689  0.0759
H47 9.504 18.170 5.728  0.0847
H48 9.324 16.909 7.032  0.0815
H49 9.322 15.013 3.844  0.1165
H50 9.135 14.556 5.519  0.1036
H51 11.745 14.126 5.371  0.1098
H52 11.387 14.506 3.636  0.1123
H53 11.240 12.025 3.792  0.0951
H54 8.982 11.211 4.957  0.1173
H55 9.357 12.275 6.030  0.1093
H56 10.532 10.346 6.704  0.1203
H57 11.813 11.054 5.859  0.1238
H58 11.911 8.059 4.374  0.0831
H59 10.822 7.690 5.540  0.0870
H60 12.408 8.519 5.910  0.0933
N5 7.142 8.772 17.423  0.1533
C25 6.065 9.347 17.814  -0.8125
N6 5.757 8.778 18.934  0.1466
O9 5.350 10.067 17.161  0.0514
H61 7.367 8.893 16.446  0.1262
H62 7.407 7.947 17.942  0.1079
H63 5.032 9.125 19.545  0.1225
H64 6.279 7.969 19.240  0.1044
N7 2.034 15.077 16.018  0.1664
C26 2.343 16.297 16.196  -0.8703
N8 1.339 17.048 16.065  0.1724
O10 3.387 16.623 16.698  0.0428
H65 2.614 14.279 16.233  0.1304
H66 1.175 14.802 15.564  0.1101
H67 1.468 18.037 16.225  0.1324
H68 0.627 16.637 15.479  0.1163
N9 8.940 19.391 13.473  0.1667
C27 9.916 18.781 14.045  -0.7871
N10 10.548 19.629 14.918  0.1310
O11 10.242 17.643 13.996  0.0611
H69 8.356 18.926 12.793  0.1261
H70 8.732 20.350 13.709  0.1119
H71 10.281 20.603 14.888  0.0865
H72 11.451 19.345 15.271  0.1047
O12 -1.603 11.059 2.145  -0.0549
H73 -1.797 10.133 1.995  0.0274
H74 -0.855 11.242 1.576  0.0286
O13 15.066 16.060 12.237  -0.0549
H75 14.928 15.123 12.374  0.0271
H76 14.395 16.483 12.772  0.0274
O14 -3.132 12.122 6.652  -0.0541
H77 -2.836 11.966 5.755  0.0263
H78 -3.140 11.254 7.056  0.0267
O15 8.316 14.764 17.571  -0.0557
H79 7.485 15.238 17.554  0.0290
H80 8.636 14.808 16.670  0.0258

---

[2]
ORCA calculation (ωB97M-V/def2-TZVPD) on a 13-piece molecular cluster, C27H80N6O13 overall at a distorted geometry.

Summary:
- E_HOMO (eV) = -8.9
- energy above the lowest of the compared OMol25 structures with the same formula, charge and spin (kJ/mol) = 1308.8

Last column: Löwdin charge in e.
CARTESIAN COORDINATES (ANGSTROEM)
C1 -2.625 -3.325 4.354  -0.1200
O1 -2.126 -2.996 3.070  -0.1279
H1 -3.349 -4.131 4.181  0.0915
H2 -3.024 -2.554 4.994  0.0767
H3 -1.762 -3.734 4.828  0.0666
H4 -2.149 -3.745 2.551  0.0237
C2 -4.415 0.048 3.438  -0.1572
O2 -4.485 1.130 4.361  -0.1290
H5 -4.349 0.404 2.450  0.0344
H6 -5.193 -0.687 3.568  0.0728
H7 -3.449 -0.516 3.584  0.0780
H8 -3.657 1.482 4.772  0.0986
C3 -4.035 1.614 -0.574  -0.1106
O3 -3.729 0.998 -1.827  -0.1255
H9 -3.100 1.791 -0.154  0.0287
H10 -4.575 0.989 0.091  0.0480
H11 -4.743 2.359 -0.789  0.0751
H12 -2.985 1.470 -2.251  0.0146
C4 -1.158 2.997 -2.424  -0.6611
O4 -0.866 4.287 -2.885  -0.1328
N1 -1.493 2.022 -3.087  0.1578
N2 -0.979 2.697 -1.159  0.1436
H13 -1.690 2.112 -4.150  0.2023
H14 -1.236 1.047 -2.785  0.1156
H15 -1.007 3.514 -0.564  0.0694
H16 -1.043 1.780 -0.721  0.0804
C5 3.105 -2.223 -1.890  -0.6492
O5 4.144 -2.796 -1.153  -0.1166
N3 1.976 -2.019 -1.334  0.1876
N4 3.219 -1.811 -3.061  0.1532
H17 2.008 -2.278 -0.336  0.1042
H18 1.268 -1.337 -1.704  0.0893
H19 4.140 -2.105 -3.530  0.1978
H20 2.496 -1.344 -3.579  0.1199
C6 1.814 1.158 -2.476  -0.5979
O6 0.836 0.195 -2.539  -0.1319
N5 3.030 0.847 -2.657  0.1805
N6 1.695 2.260 -1.841  0.2148
H21 3.290 -0.145 -2.744  0.0517
H22 3.736 1.575 -2.457  0.1279
H23 0.740 2.425 -1.439  0.0828
H24 2.360 3.058 -1.723  0.0963
C7 0.577 0.257 0.746  -0.0324
C8 -0.655 -0.416 0.430  -0.6507
C9 -1.729 -0.281 1.439  -0.0309
O7 -1.107 -0.051 -0.680  -0.0196
H25 0.918 0.001 1.730  0.0971
H26 0.565 1.334 0.634  0.0728
H27 1.351 -0.064 0.084  0.0413
H28 -0.409 -1.513 0.485  0.1475
H29 -2.048 0.809 1.642  0.0984
H30 -1.287 -0.669 2.348  0.0776
H31 -2.569 -0.882 1.278  0.0385
H32 -1.383 -0.820 -1.201  0.1000
C10 -4.791 -2.963 1.253  -0.0156
C11 -4.892 -1.969 0.107  -0.6477
C12 -3.902 -2.341 -0.935  -0.0327
O8 -6.016 -1.854 -0.442  0.0728
H33 -5.525 -3.769 1.232  0.0957
H34 -4.801 -2.342 2.165  0.0657
H35 -3.844 -3.433 1.257  0.0424
H36 -4.573 -1.001 0.523  0.1017
H37 -4.013 -1.669 -1.723  0.0477
H38 -4.052 -3.393 -1.244  0.1055
H39 -2.870 -2.227 -0.540  0.0821
H40 -6.673 -1.824 0.216  0.1002
C13 -1.666 -4.297 -3.433  -0.0353
C14 -0.964 -2.967 -3.298  -0.6454
C15 -1.939 -2.016 -3.963  -0.0262
O9 -0.717 -2.715 -2.136  0.0474
H41 -2.286 -4.344 -4.369  0.0932
H42 -2.492 -4.515 -2.775  0.0697
H43 -0.996 -5.105 -3.529  0.0597
H44 -0.043 -2.939 -3.839  0.1461
H45 -1.558 -1.056 -3.699  0.0531
H46 -2.965 -2.121 -3.567  0.0825
H47 -2.096 -2.155 -5.031  0.0884
H48 0.188 -2.633 -1.988  0.0444
C16 5.879 0.014 -1.096  -0.0299
C17 5.438 -0.100 0.371  -0.6120
C18 4.058 0.426 0.627  -0.0306
O10 5.624 -1.213 0.931  0.0398
H49 5.808 0.954 -1.496  0.0126
H50 5.343 -0.594 -1.822  0.0497
H51 6.963 -0.264 -1.208  0.1097
H52 6.175 0.542 0.834  0.1363
H53 4.153 1.477 0.843  0.0510
H54 3.518 0.032 1.512  0.0865
H55 3.328 0.308 -0.197  0.0598
H56 5.226 -1.833 0.338  0.0579
C19 -2.110 5.614 2.495  -0.0495
C20 -1.044 4.880 1.793  -0.5878
C21 -1.129 3.375 2.203  -0.0160
O11 -0.917 4.805 0.502  -0.0359
H57 -3.117 5.409 2.142  0.0859
H58 -1.843 6.641 2.102  0.0962
H59 -2.141 5.746 3.591  0.0963
H60 -0.134 5.409 1.940  0.1296
H61 -2.031 2.887 1.849  0.0674
H62 -1.038 3.225 3.328  0.1098
H63 -0.232 2.961 1.877  0.0325
H64 -0.648 5.657 0.149  0.1344
C22 2.803 4.197 0.289  -0.0441
C23 3.816 4.552 -0.781  -0.5581
C24 5.176 3.730 -0.607  -0.0122
O12 3.443 4.510 -2.030  -0.0191
H65 3.149 4.668 1.209  0.0956
H66 2.743 3.132 0.360  0.0464
H67 1.862 4.717 0.109  0.0843
H68 3.989 5.559 -0.463  0.1220
H69 5.662 3.870 0.354  0.0802
H70 5.958 4.039 -1.295  0.0734
H71 4.964 2.662 -0.753  0.0350
H72 3.969 5.141 -2.566  0.1519
C25 1.564 -4.985 2.698  -0.0283
C26 1.476 -3.655 1.969  -0.6970
C27 2.805 -2.963 1.932  -0.0331
O13 1.058 -3.675 0.810  -0.0030
H73 2.315 -5.345 2.016  0.0805
H74 0.602 -5.462 2.501  0.0746
H75 1.873 -4.935 3.773  0.1011
H76 0.688 -3.073 2.537  0.1455
H77 3.304 -2.983 2.954  0.1213
H78 2.588 -1.948 1.835  0.0303
H79 3.557 -3.187 1.226  0.0604
H80 0.082 -3.541 0.700  0.1397